Entry 1:
Molecular formula: C23H30BErN10O2S3SeSi
Method: DFT, the ωB97M-V functional and the def2-TZVPD basis

Values from the calculation:
Energy above the lowest of the compared OMol25 structures with the same formula, charge and spin   0.0 kJ/mol
⟨S²⟩   3.7522
E_HOMO (alpha / beta)   -2.35 / -2.36 eV
Orbital gap (alpha / beta)   6.8 / 6.8 eV
Max |F|   2.22 eV/A

Structure (ORCA input):
```
! wB97M-V def2-TZVPD RIJCOSX def2/J DEFGRID3
* xyz -2 4
Er 0.64 -0.69 -0.21
N 1.73 -5.05 -1.03
C 1.04 -3.85 -1.02
S 1.97 -2.47 -1.61
N -0.20 -3.83 -0.68
N -0.80 -2.60 -0.78
C -2.07 -2.66 -0.95
C -2.92 -1.53 -1.29
C -4.25 -1.82 -1.48
C -5.15 -0.83 -1.89
C -4.66 0.43 -2.18
C -3.33 0.73 -1.95
C -2.40 -0.21 -1.48
O -1.13 0.12 -1.26
H 2.72 -4.94 -0.76
H 1.30 -5.82 -0.50
H -2.48 -3.66 -1.00
H -4.60 -2.86 -1.27
H -6.22 -1.05 -1.98
H -5.33 1.22 -2.47
H -2.99 1.74 -2.01
C -0.17 1.76 -4.00
N 0.36 2.63 -2.98
C 0.01 3.90 -2.71
C 0.90 4.39 -1.84
N 1.85 3.38 -1.59
B 3.15 3.74 -0.80
N 3.92 2.49 -0.29
C 5.19 2.14 -0.62
C 5.47 0.92 -0.09
N 4.31 0.50 0.53
C 4.08 -0.73 1.25
C 3.38 1.49 0.44
S 1.88 1.46 1.18
C 1.51 2.33 -2.32
S 2.33 0.85 -2.41
H -0.93 2.28 -4.58
H -0.76 0.95 -3.57
H 0.66 1.30 -4.55
H -0.90 4.37 -3.12
H 0.90 5.36 -1.33
H 3.88 4.35 -1.51
H 2.75 4.39 0.11
H 5.86 2.80 -1.13
H 6.37 0.32 -0.03
H 3.43 -1.39 0.72
H 3.62 -0.55 2.23
H 4.97 -1.32 1.31
C -2.60 2.85 1.05
Si -2.71 1.42 2.29
C -4.38 0.67 2.22
C -2.51 2.13 4.03
Se -1.04 -0.14 2.11
H -3.15 3.66 1.51
H -2.93 2.52 0.04
H -1.53 3.18 1.00
H -5.26 1.29 2.54
H -4.48 -0.20 2.85
H -4.57 0.28 1.21
H -3.25 2.94 4.29
H -1.50 2.45 4.08
H -2.70 1.28 4.73
N -0.14 -3.30 2.75
C 1.09 -3.17 2.17
O 1.24 -2.20 1.40
C 2.08 -4.13 2.50
C 1.77 -5.09 3.50
N 1.39 -5.80 4.32
C 3.26 -4.22 1.76
N 4.23 -4.27 1.11
H -0.78 -2.51 2.70
H -0.41 -4.09 3.35
*
```


Entry 2:
Molecular formula: C23H30BrN5NaO4P
Method: DFT, the ωB97M-V functional and the def2-TZVPD basis

Values from the calculation:
Energy above the lowest of the compared OMol25 structures with the same formula, charge and spin   57.3 kJ/mol
E_HOMO   -7.57 eV
Orbital gap   7.4 eV
Max |F|   2.39 eV/A

Structure (ORCA input):
```
! wB97M-V def2-TZVPD RIJCOSX def2/J DEFGRID3
* xyz 0 1
Na -4.15 10.64 10.11
C -6.93 12.96 9.79
O -5.57 12.70 10.21
C -4.88 13.86 10.67
C -5.54 15.03 10.91
C -4.85 16.13 11.38
Br -5.87 17.77 11.55
C -3.47 16.07 11.63
C -2.81 14.85 11.51
C -3.50 13.71 11.02
O -2.94 12.53 10.85
C -1.34 14.76 11.95
N -0.63 15.77 12.34
C 0.64 15.23 12.66
C 1.81 15.90 13.04
C 2.97 15.18 13.18
C 2.98 13.81 12.90
C 1.83 13.12 12.49
C 0.64 13.86 12.41
N -0.65 13.53 12.05
H -7.55 13.18 10.67
H -7.24 12.02 9.27
H -7.01 13.80 9.10
H -6.61 15.10 10.87
H -2.91 16.92 12.04
H -2.51 12.31 9.51
H 1.82 17.01 13.22
H 3.89 15.63 13.52
H 3.86 13.21 12.94
H 1.83 12.10 12.18
H -1.01 12.66 11.67
C -7.25 9.75 15.20
N -5.82 9.49 15.38
C -5.17 10.64 15.98
N -5.40 11.89 15.24
C -6.82 12.05 15.06
N -7.52 10.94 14.39
C -7.11 10.80 12.97
P -5.34 10.49 12.81
C -5.20 9.17 14.11
C -4.73 11.85 13.93
H -7.82 9.89 16.13
H -7.69 8.88 14.71
H -4.14 10.48 16.07
H -5.62 10.78 17.00
H -7.07 12.92 14.51
H -7.33 12.11 16.02
H -7.36 11.74 12.43
H -7.69 9.97 12.53
H -4.13 9.04 14.20
H -5.52 8.19 13.76
H -4.86 12.83 13.40
H -3.60 11.72 14.04
C -2.37 10.58 6.81
C -2.68 10.87 8.24
O -2.28 12.07 8.50
H -3.13 9.89 6.38
H -1.42 10.02 6.83
H -2.25 11.46 6.16
C -1.45 8.97 12.23
O -2.15 9.45 11.12
H -1.35 9.80 12.93
H -0.44 8.51 12.04
H -2.11 8.17 12.65
H -1.74 10.17 10.66
*
```


Entry 3:
Molecular formula: C23H30ClNO4
Method: DFT, the ωB97M-V functional and the def2-TZVPD basis

Values from the calculation:
Energy above the lowest of the compared OMol25 structures with the same formula, charge and spin   2.3 kJ/mol
E_HOMO   -8.09 eV
SMILES   COc1cc(Cl)c(CN2CCC(CO)(CCOc3ccccc3)CC2)cc1OC
Orbital gap   8.7 eV
Max |F|   0.58 eV/A

Structure (ORCA input):
```
! wB97M-V def2-TZVPD RIJCOSX def2/J DEFGRID3
* xyz 0 1
C 3.64 -5.29 3.96
O 3.02 -5.71 2.77
C 2.81 -4.79 1.78
C 3.17 -3.45 1.90
C 2.95 -2.54 0.88
Cl 3.44 -0.91 1.12
C 2.35 -2.93 -0.31
C 2.09 -1.94 -1.41
N 1.17 -0.91 -0.95
C 1.13 0.24 -1.83
C 0.35 1.36 -1.15
C -1.09 0.96 -0.82
C -1.96 0.79 -2.09
O -1.86 1.83 -3.03
C -1.74 2.00 0.12
C -1.95 3.38 -0.49
O -2.55 4.18 0.51
C -2.88 5.47 0.21
C -3.46 6.20 1.25
C -3.83 7.51 1.06
C -3.62 8.12 -0.17
C -3.05 7.40 -1.20
C -2.68 6.08 -1.02
C -1.04 -0.37 -0.05
C -0.17 -1.43 -0.73
C 1.99 -4.27 -0.42
C 2.20 -5.21 0.58
O 1.77 -6.46 0.26
C 1.94 -7.55 1.14
H 3.05 -4.53 4.48
H 3.70 -6.18 4.58
H 4.65 -4.91 3.78
H 3.64 -3.10 2.81
H 3.03 -1.45 -1.67
H 1.71 -2.47 -2.30
H 2.16 0.57 -2.00
H 0.69 -0.01 -2.81
H 0.37 2.25 -1.78
H 0.86 1.60 -0.22
H -3.01 0.75 -1.80
H -1.72 -0.17 -2.57
H -0.97 1.83 -3.39
H -1.11 2.12 1.01
H -2.71 1.63 0.45
H -2.60 3.32 -1.37
H -0.99 3.83 -0.79
H -3.61 5.71 2.20
H -4.28 8.07 1.87
H -3.91 9.15 -0.32
H -2.89 7.86 -2.16
H -2.23 5.54 -1.84
H -2.04 -0.77 0.08
H -0.62 -0.18 0.94
H -0.09 -2.30 -0.08
H -0.63 -1.76 -1.68
H 1.51 -4.62 -1.33
H 2.99 -7.73 1.36
H 1.39 -7.40 2.07
H 1.52 -8.40 0.61
*
```


Entry 4:
Molecular formula: C23H30CoN6O
Method: DFT, the ωB97M-V functional and the def2-TZVPD basis

Values from the calculation:
⟨S²⟩   0.9366
E_HOMO (alpha / beta)   -14.75 / -14.75 eV
Orbital gap (alpha / beta)   9.4 / 9.3 eV
Max |F|   1.25 eV/A

Structure (ORCA input):
```
! wB97M-V def2-TZVPD RIJCOSX def2/J DEFGRID3
* xyz 2 2
Co 0.08 0.53 0.15
C -2.38 1.58 0.90
N -0.98 1.89 1.26
C -0.59 3.28 0.90
C 0.28 3.34 -0.33
C 0.68 4.55 -0.87
C 1.51 4.54 -1.97
C 1.90 3.33 -2.52
C 1.45 2.17 -1.94
N 0.66 2.17 -0.86
C -0.72 1.61 2.69
C 0.71 1.18 2.90
C 1.38 1.35 4.09
C 2.68 0.87 4.20
C 3.26 0.25 3.11
C 2.53 0.13 1.95
N 1.27 0.58 1.84
C -2.59 0.10 1.00
C -3.78 -0.48 1.39
C -3.85 -1.87 1.47
C -2.73 -2.63 1.16
C -1.58 -1.97 0.78
N -1.51 -0.64 0.69
H -2.53 1.91 -0.14
H -3.09 2.13 1.52
H -0.04 3.72 1.73
H -1.49 3.89 0.76
H 0.36 5.48 -0.41
H 1.85 5.48 -2.41
H 2.55 3.29 -3.39
H 1.72 1.19 -2.32
H -1.38 0.80 3.01
H -0.96 2.48 3.31
H 0.89 1.85 4.92
H 3.22 0.99 5.13
H 4.28 -0.12 3.15
H 2.95 -0.33 1.06
H -4.63 0.13 1.65
H -4.77 -2.35 1.78
H -2.75 -3.70 1.23
H -0.67 -2.51 0.54
C 0.50 -4.23 -1.46
N 1.10 -2.90 -1.35
C 2.29 -2.83 -0.51
C 0.49 -1.77 -1.75
O 0.79 -0.66 -1.21
N -0.38 -1.81 -2.77
C -1.21 -0.66 -3.09
C -0.34 -2.83 -3.82
H 0.46 -4.67 -0.46
H 1.09 -4.89 -2.09
H -0.51 -4.17 -1.85
H 2.99 -3.60 -0.83
H 2.04 -3.00 0.54
H 2.76 -1.86 -0.62
H -1.36 -0.04 -2.20
H -2.17 -1.00 -3.45
H -0.74 -0.04 -3.86
H 0.57 -3.42 -3.75
H -0.33 -2.32 -4.79
H -1.21 -3.49 -3.79
*
```


Entry 5:
Molecular formula: C23H30N2O2
Method: DFT, the ωB97M-V functional and the def2-TZVPD basis

Values from the calculation:
Energy above the lowest of the compared OMol25 structures with the same formula, charge and spin   153.7 kJ/mol
E_HOMO   -8.62 eV
SMILES   CCCN1CCC(=O)N([C@H](COc2ccccc2)Cc2ccccc2)CC1
Orbital gap   9.3 eV
Max |F|   0.52 eV/A

Structure (ORCA input):
```
! wB97M-V def2-TZVPD RIJCOSX def2/J DEFGRID3
* xyz 0 1
C -2.03 3.04 -5.71
C -0.98 2.31 -4.88
C -1.58 1.75 -3.59
N -0.56 1.20 -2.72
C -0.14 -0.13 -3.13
C 1.20 -0.54 -2.52
C 1.08 -1.15 -1.14
O 1.36 -2.31 -0.93
N 0.63 -0.32 -0.16
C 0.56 -0.84 1.19
C -0.86 -0.77 1.76
O -0.86 -1.48 2.98
C -2.02 -1.57 3.68
C -1.95 -2.29 4.88
C -3.06 -2.44 5.67
C -4.28 -1.89 5.29
C -4.36 -1.19 4.10
C -3.24 -1.02 3.30
C 1.58 -0.15 2.12
C 2.94 -0.17 1.49
C 3.64 -1.37 1.37
C 4.86 -1.41 0.74
C 5.41 -0.26 0.21
C 4.73 0.94 0.33
C 3.50 0.98 0.96
C 0.30 1.06 -0.41
C -0.93 1.24 -1.32
H -2.44 3.88 -5.15
H -2.85 2.38 -5.97
H -1.59 3.43 -6.62
H -0.56 1.50 -5.48
H -0.17 2.98 -4.62
H -2.36 1.00 -3.84
H -2.08 2.57 -3.07
H -0.04 -0.12 -4.21
H -0.91 -0.89 -2.87
H 1.87 0.32 -2.50
H 1.65 -1.31 -3.15
H 0.83 -1.90 1.11
H -1.56 -1.22 1.05
H -1.16 0.28 1.93
H -1.00 -2.71 5.16
H -2.99 -3.00 6.59
H -5.15 -2.01 5.91
H -5.30 -0.75 3.79
H -3.33 -0.47 2.38
H 1.58 -0.69 3.07
H 1.27 0.88 2.32
H 3.21 -2.28 1.78
H 5.39 -2.35 0.65
H 6.37 -0.29 -0.30
H 5.16 1.85 -0.08
H 2.98 1.92 1.05
H 0.10 1.53 0.55
H 1.14 1.58 -0.87
H -1.35 2.23 -1.11
H -1.68 0.48 -1.06
*
```


Entry 6:
Molecular formula: C23H30N2O8S
Method: DFT, the ωB97M-V functional and the def2-TZVPD basis

Values from the calculation:
E_HOMO   -8.49 eV
Orbital gap   8.8 eV
Max |F|   2.78 eV/A

Structure (ORCA input):
```
! wB97M-V def2-TZVPD RIJCOSX def2/J DEFGRID3
* xyz 0 1
O 2.15 -1.72 0.71
S 2.38 -1.80 -0.70
O 2.88 -3.06 -1.10
O 1.06 -1.36 -1.45
C 1.07 0.09 -1.79
C 0.84 0.08 -3.32
C -0.37 1.01 -3.63
C -1.69 0.25 -3.43
C -2.89 1.18 -3.17
N -2.55 2.05 -2.04
C -2.39 1.60 -0.79
C -2.04 2.68 -0.01
C -2.02 3.78 -0.87
C -2.35 3.38 -2.14
C 2.41 0.51 -1.21
C 2.97 1.88 -1.44
C 2.81 2.58 -2.63
C 3.38 3.83 -2.65
C 4.04 4.38 -1.59
N 4.20 3.71 -0.45
C 3.68 2.50 -0.44
O 3.31 -0.63 -1.29
H 0.21 0.51 -1.27
H 0.54 -0.92 -3.60
H 1.72 0.32 -3.91
H -0.28 1.40 -4.65
H -0.28 1.87 -2.96
H -1.57 -0.43 -2.58
H -1.87 -0.34 -4.33
H -3.75 0.56 -2.94
H -3.07 1.79 -4.05
H -2.50 0.58 -0.47
H -1.81 2.68 1.04
H -1.77 4.80 -0.60
H -2.42 3.99 -3.02
H 2.20 0.54 -0.13
H 2.29 2.17 -3.47
H 3.30 4.41 -3.56
H 4.43 5.38 -1.68
H 3.82 1.92 0.48
O -5.08 -1.26 -0.12
C -4.49 -1.69 0.84
O -5.11 -2.03 2.00
C -4.13 -2.39 2.99
C -2.90 -2.79 2.19
C -3.00 -1.89 0.97
H -3.95 -1.53 3.63
H -4.51 -3.21 3.59
H -1.97 -2.68 2.75
H -2.98 -3.84 1.88
H -2.52 -0.92 1.15
H -2.59 -2.36 0.08
O -0.24 -1.42 3.81
C 0.71 -1.96 4.28
O 0.81 -2.30 5.59
C 2.13 -2.83 5.85
C 2.64 -3.30 4.51
C 1.98 -2.32 3.55
H 2.74 -2.03 6.28
H 2.05 -3.63 6.58
H 3.73 -3.32 4.44
H 2.28 -4.31 4.31
H 2.58 -1.42 3.41
H 1.75 -2.77 2.59
*
```


Entry 7:
Molecular formula: C23H30N2OS
Method: DFT, the ωB97M-V functional and the def2-TZVPD basis

Values from the calculation:
Energy above the lowest of the compared OMol25 structures with the same formula, charge and spin   0.0 kJ/mol
E_HOMO   -8.43 eV
SMILES   CC(C)(C)SCCNC(=O)c1ccc(CN2CCc3ccccc3C2)cc1
Orbital gap   9.1 eV
Max |F|   0.59 eV/A

Structure (ORCA input):
```
! wB97M-V def2-TZVPD RIJCOSX def2/J DEFGRID3
* xyz 0 1
C -6.33 0.69 1.43
C -7.09 -0.43 0.74
C -8.59 -0.17 0.79
C -6.77 -1.78 1.38
S -6.71 -0.50 -1.09
C -4.99 0.06 -1.28
C -3.96 -1.00 -0.87
N -2.62 -0.47 -0.90
C -2.08 0.12 0.19
O -2.66 0.15 1.26
C -0.72 0.69 0.00
C 0.18 0.62 1.05
C 1.45 1.14 0.92
C 1.85 1.75 -0.26
C 3.24 2.31 -0.39
N 4.22 1.36 0.09
C 5.55 1.92 0.25
C 6.39 0.97 1.09
C 6.37 -0.41 0.52
C 7.35 -1.34 0.85
C 7.32 -2.62 0.34
C 6.30 -3.00 -0.52
C 5.32 -2.08 -0.85
C 5.34 -0.79 -0.34
C 4.27 0.18 -0.75
C 0.94 1.84 -1.31
C -0.33 1.32 -1.19
H -6.69 0.79 2.45
H -5.26 0.49 1.48
H -6.49 1.64 0.92
H -8.94 -0.16 1.82
H -9.13 -0.94 0.25
H -8.82 0.79 0.33
H -5.70 -1.96 1.42
H -7.16 -1.81 2.39
H -7.24 -2.58 0.80
H -4.84 0.97 -0.70
H -4.90 0.30 -2.34
H -4.15 -1.32 0.15
H -4.03 -1.87 -1.53
H -2.14 -0.43 -1.79
H -0.14 0.16 1.97
H 2.16 1.07 1.73
H 3.31 3.21 0.24
H 3.43 2.61 -1.43
H 5.46 2.89 0.75
H 6.04 2.09 -0.73
H 7.41 1.34 1.17
H 5.97 0.94 2.10
H 8.15 -1.04 1.52
H 8.10 -3.32 0.60
H 6.27 -4.00 -0.92
H 4.52 -2.37 -1.52
H 3.29 -0.31 -0.72
H 4.46 0.47 -1.81
H 1.23 2.32 -2.23
H -1.03 1.42 -2.01
*
```


Entry 8:
Molecular formula: C23H30N4O4S
Method: DFT, the ωB97M-V functional and the def2-TZVPD basis

Values from the calculation:
Energy above the lowest of the compared OMol25 structures with the same formula, charge and spin   2494.6 kJ/mol
E_HOMO   -7.85 eV
Orbital gap   8.0 eV
Max |F|   17.14 eV/A

Structure (ORCA input):
```
! wB97M-V def2-TZVPD RIJCOSX def2/J DEFGRID3
* xyz 0 1
C 6.47 2.92 0.09
C 6.41 1.40 -0.14
O 5.31 1.14 -0.96
C 3.95 1.11 -0.46
C 2.89 0.72 -1.50
C 1.49 0.81 -0.89
C 1.13 1.04 0.55
C 2.21 1.48 1.16
C 3.51 1.46 0.79
H 4.36 1.61 1.61
H 1.93 1.91 2.32
N -0.24 1.29 0.69
C -0.64 0.40 1.77
O -1.78 0.91 2.27
C 0.17 -0.50 2.43
C -0.53 -1.89 2.41
C -0.98 -2.10 0.94
O -2.24 -2.05 0.73
N -0.03 -1.81 -0.24
C 1.19 -2.03 -0.09
N 1.98 -2.09 0.71
C 3.19 -2.18 0.56
C 3.50 -2.31 -0.87
S 1.94 -2.28 -1.59
H 4.42 -2.40 -1.70
H 4.16 -2.28 1.15
H -0.58 -2.00 -1.08
H 0.33 -2.47 2.39
H -1.38 -2.06 3.07
H 0.23 -0.35 3.70
H 1.21 -0.38 2.12
C -1.11 1.89 -0.19
H -1.67 2.60 0.59
H -0.54 2.39 -0.80
C -1.98 0.83 -0.81
O -1.46 0.46 -1.72
N -3.16 0.79 -0.52
H -3.40 1.21 0.82
C -4.19 -0.09 -0.89
C -5.18 -0.55 0.30
C -5.90 0.32 0.95
C -6.94 1.14 -0.07
C -5.98 1.62 -1.34
C -5.05 0.44 -1.95
H -4.43 1.07 -2.80
H -5.47 -0.23 -2.49
H -5.17 2.33 -0.88
H -6.35 1.99 -2.12
H -7.43 0.41 -0.88
H -7.56 1.91 0.17
H -5.36 1.20 1.26
H -6.61 -0.01 1.48
H -5.49 -1.42 -0.32
H -4.37 -1.20 1.08
H -3.49 -1.02 -1.25
H 0.80 0.78 -1.44
H 3.10 0.62 -2.44
H 7.04 1.00 -0.62
H 6.23 1.02 0.87
H 6.66 3.36 -0.68
H 5.62 3.28 0.42
H 7.36 3.13 0.68
*
```


Question: What is the formula in the sixth record?
Answer: C23H30N2O8S